Entry 1:
A molecular structure, C31H43N5O8S2SbSn. Source: the Open Molecules 2025 dataset; level of theory: ωB97M-V/def2-TZVPD.

XYZ file:
```
91
Properties=species:S:1:pos:R:3
Sn 1.3775 -0.5413 -1.1653
N 3.1624 0.9383 -1.1291
C 3.0715 2.3631 -0.7117
C 2.0089 3.1469 -1.4877
C 0.6061 2.7922 -1.0450
O 0.0033 3.4018 -0.2062
O 0.1201 1.6887 -1.6643
H 3.8333 0.4492 -0.5373
H 3.5470 0.8933 -2.0728
H 4.0366 2.8405 -0.8681
H 2.8402 2.3885 0.3531
H 2.1191 2.9550 -2.5573
H 2.1412 4.2078 -1.2914
C -2.8753 2.8833 0.7271
C -3.0882 2.8140 -0.7865
C -2.6560 4.1095 -1.4617
C -4.5396 2.4979 -1.1419
Sb -1.8614 1.0761 -1.5181
C -2.7057 -0.9986 -0.6182
C -4.0959 -0.6358 -0.1616
C -2.6690 -1.9766 -1.7647
C -1.8243 -1.4288 0.5295
C -1.8484 1.0348 -3.7254
C -1.3414 2.3738 -4.2555
C -0.9064 -0.0879 -4.1610
C -3.2756 0.7791 -4.2120
H -3.6157 3.5721 1.1455
H -1.8862 3.2701 0.9618
H -3.0081 1.9196 1.2246
H -3.2403 4.9161 -1.0068
H -2.8753 4.1095 -2.5273
H -1.6093 4.3379 -1.3059
H -5.1225 3.3912 -0.9003
H -4.9502 1.6769 -0.5648
H -4.6905 2.2938 -2.2002
H -4.7359 -0.3065 -0.9797
H -4.1069 0.1057 0.6353
H -4.5309 -1.5571 0.2409
H -3.2983 -1.6756 -2.5997
H -3.0758 -2.9167 -1.3748
H -1.6579 -2.1801 -2.1092
H -1.8201 -0.7128 1.3484
H -0.8058 -1.6194 0.2187
H -2.2256 -2.3716 0.9159
H -0.3801 2.6563 -3.8297
H -2.0484 3.1823 -4.0878
H -1.2079 2.2724 -5.3365
H 0.1105 0.0709 -3.8035
H -0.8672 -0.0926 -5.2546
H -1.2303 -1.0742 -3.8388
H -3.9648 1.5643 -3.9080
H -3.6719 -0.1819 -3.8871
H -3.2642 0.7709 -5.3060
O 5.0250 -1.6162 -1.9918
S 3.8076 -2.2839 -1.6588
O 3.2052 -1.8069 -0.3618
N 2.5913 -2.0724 -2.7031
C 1.7559 -3.1978 -2.5652
O 0.5486 -3.1592 -2.6832
C 2.5392 -4.4002 -2.1121
C 2.1303 -5.7144 -2.0444
C 3.0192 -6.6469 -1.5141
C 4.2850 -6.2693 -1.0762
C 4.6947 -4.9394 -1.1198
C 3.7940 -4.0358 -1.6390
H 1.1488 -6.0022 -2.3972
H 2.7232 -7.6849 -1.4410
H 4.9597 -7.0178 -0.6834
H 5.6721 -4.6349 -0.7700
O 3.3996 -1.4182 8.1852
S 1.9769 -1.7166 8.1883
O 1.5832 -2.7891 7.2925
O 1.3386 -1.7235 9.4814
C 1.3487 -0.2361 7.3564
N 0.9045 0.8191 8.0559
C 0.5139 1.8814 7.3678
C 0.5437 1.9413 5.9807
C 1.0393 0.8116 5.3593
N 1.4461 -0.2567 6.0197
C 1.1445 0.6315 3.8901
C 0.2429 1.1810 2.9846
C 0.3448 0.8332 1.6576
N 1.2913 0.0184 1.1766
C 2.1942 -0.4819 2.0511
C 2.1378 -0.2146 3.3976
H 0.1551 2.7243 7.9501
H 0.2263 2.8240 5.4400
H -0.5485 1.8423 3.3143
H -0.3645 1.2307 0.9393
H 2.9495 -1.1351 1.6429
H 2.8317 -0.6711 4.0918
```

Computed properties:
Relative energy (zero: lowest compared OMol25 entry of this formula, charge and spin) (kJ/mol): 349.5
Maximum force (eV/A): 1.137
Net charge: +1
E_LUMO (eV): -5.2
HOMO-LUMO gap (eV): 3.429

Löwdin population analysis, charges in e, atoms 1 to 5: number 1, Sn, carries 1.4294; number 2, N, carries -0.0445; number 3, C, carries -0.1737; number 4, C, carries -0.0622; number 5, C, carries -0.5774

Entry 2:
A molecular structure, C31H44BrCaN3OP2. Source: the Open Molecules 2025 dataset; level of theory: ωB97M-V/def2-TZVPD.

XYZ file:
```
83
Properties=species:S:1:pos:R:3
C 2.5595 -3.7140 -0.8190
C 2.9862 -2.3873 -0.5922
C 3.7877 -1.7430 -1.5539
C 4.2229 -2.4967 -2.6484
N 3.8470 -3.7597 -2.8350
C 3.0548 -4.3668 -1.9528
C 2.6269 -1.6771 0.5923
C 2.3593 -1.0810 1.6424
C 2.1979 -0.6089 2.9951
C 1.0822 0.1776 3.3951
C 0.9885 0.6611 4.6934
C 1.9864 0.3450 5.5886
C 3.0946 -0.4384 5.2502
C 3.1752 -0.9335 3.9526
Ca -0.2036 -0.6433 1.1540
P -0.6425 -0.9701 -2.1691
H 4.0770 -0.6978 -1.4351
H 1.8800 -4.2195 -0.1299
H 4.8960 -2.0404 -3.3754
H 2.7941 -5.4114 -2.1303
H 4.0081 -1.5670 3.6637
H 0.2896 0.6001 2.7509
H 3.8682 -0.6497 5.9765
H 0.1423 1.2864 4.9574
C -2.1656 -0.2851 -2.9838
C -2.2189 -0.1573 -4.5043
H -2.2968 0.7092 -2.5276
H -2.9964 -0.9099 -2.6227
H -3.1669 0.3261 -4.7760
H -1.4149 0.4665 -4.9144
H -2.2013 -1.1275 -5.0182
C 0.7095 -0.4933 -3.3607
C 0.9855 -1.3648 -4.5827
H 1.6206 -0.4561 -2.7404
H 0.4938 0.5429 -3.6700
H 1.8171 -0.9196 -5.1473
H 1.3011 -2.3830 -4.3168
H 0.1331 -1.4273 -5.2727
C -0.7962 -2.7951 -2.4254
C -1.5477 -3.3153 -3.6442
H -1.3000 -3.1566 -1.5159
H 0.2255 -3.1965 -2.3962
H -1.5851 -4.4116 -3.5932
H -2.5858 -2.9648 -3.6890
H -1.0605 -3.0662 -4.5953
Br 1.8278 1.0699 7.3442
P 0.3118 2.2160 -0.0540
C 0.2734 2.9433 -1.7485
C 0.0207 4.4486 -1.8753
H -0.5257 2.3922 -2.2768
H 1.2232 2.6741 -2.2389
H -0.0554 4.6994 -2.9447
H -0.9250 4.7573 -1.4035
H 0.8430 5.0579 -1.4646
C -0.8026 3.2825 0.9643
C -0.2485 4.5754 1.5588
H -1.1632 2.6376 1.7858
H -1.6863 3.4973 0.3424
H -1.0218 5.0259 2.1962
H 0.6285 4.4097 2.1974
H 0.0073 5.3254 0.7979
C 2.0150 2.5301 0.5932
C 2.7635 3.7569 0.0766
H 2.5945 1.6237 0.3486
H 1.9530 2.5633 1.6920
H 3.7785 3.7552 0.4974
H 2.8752 3.7571 -1.0145
H 2.3022 4.7061 0.3816
N -4.4050 -2.1763 5.2983
C -3.3133 -1.8571 4.5604
O -2.1644 -2.0801 4.9586
C -3.5811 -1.1851 3.2620
C -4.8038 -0.6711 2.8314
C -4.8487 0.0170 1.6145
C -3.6860 0.2121 0.8685
N -2.4984 -0.2781 1.2985
C -2.4564 -0.9971 2.4493
H -4.2394 -2.7176 6.1466
H -5.3201 -2.1716 4.9214
H -5.7206 -0.7839 3.4150
H -5.7845 0.4151 1.2330
H -3.6961 0.7508 -0.0755
H -1.4997 -1.4610 2.7887
```

Computed properties:
Relative energy (zero: lowest compared OMol25 entry of this formula, charge and spin) (kJ/mol): 0.0
Maximum force (eV/A): 2.723
Net charge: +2
E_LUMO (eV): -5.9
HOMO-LUMO gap (eV): 7.776

Löwdin population analysis, charges in e, atoms 1 to 5: number 1, C, carries -0.0101; number 2, C, carries -0.2413; number 3, C, carries -0.0107; number 4, C, carries -0.1092; number 5, N, carries 0.0883

Entry 3:
A molecular structure, C31H44BrCoN3P2. Source: the Open Molecules 2025 dataset; level of theory: ωB97M-V/def2-TZVPD.

XYZ file:
```
82
Properties=species:S:1:pos:R:3
N -6.5823 4.9287 -5.5606
C -6.3038 5.2209 -4.2856
C -5.4509 4.4248 -3.4928
C -4.7771 3.2897 -4.0436
C -5.1281 3.0039 -5.3916
C -6.0083 3.8473 -6.0994
C -3.7787 2.5349 -3.2543
Co -0.8886 -0.0949 -0.6683
P 4.4625 -0.5586 -0.8166
C -2.7746 1.7072 -3.7143
C -1.5262 1.3924 -3.0530
C -0.3349 1.3200 -3.8135
C 0.9317 1.7104 -3.3392
C 0.9890 2.3840 -2.0786
C -0.0958 2.2557 -1.2116
C -1.3113 1.5862 -1.6088
Br 2.4272 3.5277 -1.6078
H -3.8205 2.7468 -2.1856
H -2.8998 1.3516 -4.7448
H -5.3139 4.7177 -2.4515
H -4.7570 2.1123 -5.9071
H -6.7896 6.1188 -3.8764
H -6.2635 3.6436 -7.1534
H -0.3528 0.9313 -4.8305
H -2.2535 1.7929 -1.0668
H 1.7954 1.5956 -3.9722
H -0.1231 2.7337 -0.2461
P -0.7021 -2.1680 -1.2839
C 4.8576 1.2243 -0.7782
C 6.2567 1.6922 -1.1872
H 4.5958 1.5784 0.2326
H 4.1513 1.6358 -1.5017
H 6.3299 2.7770 -1.0542
H 7.0401 1.2234 -0.6012
H 6.4445 1.5234 -2.2493
C 3.6884 -0.9585 -2.3913
C 4.5972 -1.9536 -3.1263
H 3.5145 -0.0478 -2.9666
H 2.7218 -1.4186 -2.1410
H 4.2783 -2.1043 -4.1628
H 5.6403 -1.6178 -3.1405
H 4.5874 -2.9432 -2.6459
C 3.2519 -1.0289 0.4262
C 3.9900 -1.6343 1.6268
H 2.5643 -1.7517 -0.0485
H 2.6737 -0.1397 0.6982
H 3.3537 -2.3342 2.1622
H 4.8896 -2.1686 1.3233
H 4.2948 -0.8468 2.3236
C -0.5467 -3.6116 -0.1364
C -1.6384 -4.6836 -0.1413
H -0.4232 -3.1852 0.8674
H 0.4156 -4.0862 -0.3846
H -2.5874 -4.3264 0.2739
H -1.8277 -5.0665 -1.1510
H -1.3201 -5.5357 0.4767
C 0.3107 -2.7429 -2.6710
C -0.0926 -2.3227 -4.0853
H 0.3841 -3.8450 -2.6207
H 1.3222 -2.3577 -2.4553
H -1.1614 -2.4993 -4.2822
H 0.1169 -1.2558 -4.2668
H 0.4755 -2.8946 -4.8312
C -2.4496 -2.0652 -1.8714
C -3.4154 -1.7515 -0.7322
H -2.7005 -2.9979 -2.3972
H -2.4815 -1.2461 -2.6053
H -4.2986 -1.2297 -1.1338
H -3.7728 -2.6632 -0.2298
H -2.9928 -1.0698 0.0294
N -0.7407 1.1288 6.6034
C -0.4849 0.8235 5.5114
C -0.1765 0.4542 4.1570
C -0.9607 -0.4802 3.5153
C -0.8444 -0.5725 2.1265
N 0.0306 0.1029 1.3614
C 0.9834 0.7734 2.0526
C 0.8411 1.0653 3.4089
H -1.6768 -1.0798 4.0616
H -1.5120 -1.2335 1.5816
H 1.8812 1.0858 1.5081
H 1.4931 1.7947 3.8972
```

Computed properties:
Spin multiplicity: 4
Relative energy (zero: lowest compared OMol25 entry of this formula, charge and spin) (kJ/mol): 82.6
Maximum force (eV/A): 3.448
Net charge: +2
E_LUMO (spin up / spin down) (eV): -6.0 / -8.7
⟨S²⟩: 3.772
HOMO-LUMO gap (spin up / spin down) (eV): 6.935 / 4.063

Löwdin population analysis, charges in e, atoms 1 to 5: number 1, N, carries 0.0645; number 2, C, carries -0.1197; number 3, C, carries -0.0100; number 4, C, carries -0.1987; number 5, C, carries -0.0135

Entry 4:
A molecular structure, C31H44BrN3OP2Pd. Source: the Open Molecules 2025 dataset; level of theory: ωB97M-V/def2-TZVPD.

XYZ file:
```
83
Properties=species:S:1:pos:R:3
C -5.2539 -2.1570 2.5869
C -5.0739 -2.8660 1.3750
C -6.0795 -3.6943 0.8818
C -7.2515 -3.8210 1.6473
N -7.4094 -3.1468 2.7842
C -6.4722 -2.3278 3.2589
C -3.8386 -2.7107 0.5969
C -2.6466 -2.1866 0.8349
C -1.6312 -1.7112 1.7181
C -1.1071 -0.4118 1.4837
C 0.2828 -0.2731 1.4545
C 1.0856 -1.3720 1.8148
C 0.5101 -2.4951 2.4436
C -0.8757 -2.6079 2.5163
Pd -2.8835 -2.4569 -1.0636
P 0.3671 1.7263 -1.5449
H -5.9107 -4.2266 -0.0512
H -4.4634 -1.5183 2.9762
H -8.0387 -4.4937 1.2935
H -6.6645 -1.7927 4.1982
H -1.4109 -3.3268 3.1466
H -1.7851 0.4530 1.3811
H 1.1556 -3.2365 2.9205
H 0.7579 0.6833 1.2321
C 2.0072 1.9929 -2.3748
C 2.0445 2.4345 -3.8347
H 2.5313 1.0287 -2.2656
H 2.5503 2.7134 -1.7446
H 3.0786 2.6861 -4.1099
H 1.7150 1.6389 -4.5157
H 1.4353 3.3267 -4.0238
C -0.8352 1.5754 -2.9535
C -2.2954 1.7242 -2.5120
H -0.6748 0.5680 -3.3838
H -0.5699 2.3095 -3.7343
H -2.9335 1.1039 -3.1525
H -2.4481 1.3845 -1.4784
H -2.6471 2.7604 -2.6006
C -0.0170 3.4066 -0.8910
C -0.0906 4.5530 -1.8925
H 0.7529 3.6118 -0.1330
H -0.9727 3.3068 -0.3554
H -0.4844 5.4416 -1.3843
H 0.8970 4.8202 -2.2823
H -0.7534 4.3510 -2.7414
Br 2.9280 -1.3014 1.5893
P 0.9789 -3.2447 -2.4283
C 0.6953 -1.5964 -3.1988
C 1.4915 -1.4519 -4.4994
H 0.9679 -0.8090 -2.4775
H -0.3838 -1.5396 -3.3908
H 1.2489 -0.5116 -5.0144
H 2.5756 -1.4838 -4.3300
H 1.2623 -2.2802 -5.1822
C 2.6603 -2.8097 -1.7240
C 3.5574 -3.9982 -1.3840
H 2.4221 -2.2583 -0.7973
H 3.1837 -2.1173 -2.4052
H 4.4657 -3.6233 -0.8894
H 3.0481 -4.6893 -0.7001
H 3.8732 -4.5632 -2.2724
C 0.0143 -3.3045 -0.8583
C -0.9648 -4.4729 -0.9955
H -0.4751 -2.3208 -0.7211
H 0.6580 -3.4329 0.0179
H -1.6914 -4.4660 -0.1697
H -1.4888 -4.4096 -1.9649
H -0.4439 -5.4326 -0.9980
N 3.8575 6.1158 4.7704
C 3.1220 5.0424 5.1919
O 2.6938 4.9299 6.3287
C 2.7898 4.0191 4.1265
C 2.9802 4.2219 2.7528
C 2.5302 3.2503 1.8429
N 1.9205 2.1334 2.2391
C 1.7593 1.9016 3.5430
C 2.1758 2.8165 4.5199
H 4.1488 6.7473 5.5030
H 4.4161 6.1012 3.9257
H 3.4508 5.1195 2.3560
H 2.6507 3.3931 0.7647
H 1.2650 0.9739 3.8417
H 2.0039 2.5831 5.5664
```

Computed properties:
Spin multiplicity: 5
Relative energy (zero: lowest compared OMol25 entry of this formula, charge and spin) (kJ/mol): 151.9
Maximum force (eV/A): 5.260
Net charge: +4
E_LUMO (spin up / spin down) (eV): -10.9 / -14.4
⟨S²⟩: 6.029
HOMO-LUMO gap (spin up / spin down) (eV): 6.848 / 3.258

Löwdin population analysis, charges in e, atoms 1 to 5: number 1, C, carries 0.0203; number 2, C, carries -0.2200; number 3, C, carries 0.0127; number 4, C, carries -0.0651; number 5, N, carries 0.1143